# 1
DFT (ωB97M-V/def2-TZVPD) results for a molecular structure, C2H2NO2S at a distorted geometry.

Last column: Mulliken charge in e.
Geometry (Å):
C  1.244  -0.660  -0.175  0.024
C  -0.026  -1.086  -0.581  -0.350
N  0.848  -1.360  0.762  -0.418
O  -2.160  0.547  -0.698  -0.589
O  -0.960  0.525  1.428  -0.585
S  -0.897  0.370  -0.004  0.675
H  2.160  -0.090  -0.502  0.263
H  -0.209  1.754  -0.231  -0.021

Summary:
Total charge: -1
E, eV: -18522.5690
ΔE to the lowest compared entry with this formula, charge and spin, kJ/mol: 565.4
Gap between HOMO and LUMO, eV: 7.62


# 2
DFT (ωB97M-V/def2-TZVPD) results for 10 unconnected molecules or ions with the total composition C20H60O14 at a distorted geometry.

Last column: Mulliken charge in e.
Geometry (Å):
O  -4.594  2.122  1.253  -0.564
C  -3.745  2.838  0.284  0.332
C  -3.597  4.289  0.801  -0.476
O  -3.018  4.208  2.119  -0.455
H  -4.110  2.096  2.082  0.305
H  -2.745  2.408  0.226  -0.419
H  -4.107  2.736  -0.739  0.423
H  -4.578  4.759  0.868  0.297
H  -3.019  4.897  0.105  0.398
H  -2.855  5.087  2.471  0.242
O  5.751  0.525  -0.405  -0.583
C  4.553  0.555  0.303  0.253
C  4.067  1.950  0.571  -0.739
O  2.969  1.869  1.395  -0.468
H  5.844  -0.360  -0.763  0.368
H  3.746  0.047  -0.225  -0.147
H  4.625  -0.009  1.233  0.295
H  3.862  2.441  -0.380  0.331
H  4.922  2.420  1.057  0.366
H  3.263  1.793  2.305  0.271
O  -3.982  0.266  3.755  -0.593
C  -3.643  -0.797  2.908  -0.493
C  -2.243  -1.395  3.267  0.044
O  -2.112  -1.811  4.575  -0.662
H  -4.933  0.268  3.884  0.295
H  -4.430  -1.551  2.876  0.670
H  -3.603  -0.334  1.922  0.089
H  -1.432  -0.725  2.983  -0.059
H  -2.065  -2.279  2.654  0.219
H  -1.268  -1.465  4.876  0.443
O  0.519  1.059  -5.109  -0.587
C  -0.563  1.798  -4.551  -0.183
C  -0.726  3.110  -5.384  -0.651
O  0.306  4.016  -5.068  -0.482
H  0.151  0.653  -5.897  0.302
H  -1.407  1.117  -4.663  0.507
H  -0.432  2.010  -3.490  0.116
H  -1.704  3.540  -5.166  0.316
H  -0.704  2.944  -6.461  0.369
H  0.876  3.931  -5.836  0.303
C  2.961  -2.722  2.333  -0.880
C  1.439  -2.846  2.675  -0.174
O  0.627  -2.707  1.547  -0.325
H  3.184  -3.246  1.403  0.162
H  3.599  -3.089  3.137  0.430
H  3.280  -1.698  2.140  0.055
H  1.248  -2.013  3.352  0.069
H  1.079  -3.782  3.100  0.425
H  0.699  -1.788  1.279  0.049
C  3.678  -0.219  -3.413  -0.772
C  3.965  1.138  -3.939  -0.407
O  2.892  2.004  -3.720  -0.461
H  2.845  -0.585  -4.012  0.315
H  3.358  -0.236  -2.371  -0.032
H  4.416  -0.980  -3.666  0.471
H  4.165  0.989  -5.000  0.256
H  4.852  1.508  -3.425  0.354
H  2.075  1.769  -4.167  0.281
C  0.386  0.070  -0.990  -0.354
C  -0.399  0.437  0.260  0.067
O  0.460  0.219  1.346  -0.276
H  -0.132  0.362  -1.904  -0.024
H  0.424  -0.999  -1.196  -0.077
H  1.389  0.495  -1.037  0.159
H  -1.385  -0.014  0.374  0.232
H  -0.632  1.501  0.232  0.204
H  1.113  0.922  1.312  0.173
C  -2.605  -3.041  -0.270  -0.266
C  -3.940  -3.749  -0.133  -0.607
O  -4.865  -2.882  0.571  -0.471
H  -2.325  -2.696  0.725  -0.239
H  -2.673  -2.155  -0.901  0.334
H  -1.739  -3.635  -0.561  0.338
H  -3.729  -4.696  0.364  0.363
H  -4.285  -3.926  -1.151  0.309
H  -4.985  -2.111  0.012  0.288
C  1.519  -3.471  -2.920  -1.034
C  1.744  -3.901  -1.496  0.392
O  2.086  -5.297  -1.396  -0.601
H  0.887  -4.179  -3.455  0.368
H  2.458  -3.524  -3.471  0.377
H  1.113  -2.461  -2.967  0.113
H  0.995  -3.600  -0.764  0.070
H  2.638  -3.420  -1.099  0.055
H  2.713  -5.601  -2.057  0.294
C  -0.763  2.211  3.476  0.010
C  -1.179  2.380  4.911  -0.543
O  -1.736  1.207  5.426  -0.509
H  -1.603  1.697  3.008  -0.371
H  0.016  1.450  3.441  0.040
H  -0.380  3.066  2.918  0.475
H  -1.926  3.163  5.040  0.292
H  -0.300  2.680  5.480  0.322
H  -2.556  0.976  4.983  0.286

Summary:
E, eV: -50373.0196
ΔE to the lowest compared entry with this formula, charge and spin, kJ/mol: 11.8
SMILES: OCCO.OCCO.OCCO.OCCO.CCO.CCO.CCO.CCO.CCO.CCO
Gap between HOMO and LUMO, eV: 9.66


# 3
DFT (ωB97M-V/def2-TZVPD) results for a molecular structure, C29H45F4N4O2SSeSiTi.

Last column: Mulliken charge in e.
Geometry (Å):
Ti  -0.416  -0.044  0.542  0.227
C  -2.644  -1.496  2.617  -0.615
C  -1.266  -1.634  3.272  -1.208
N  -0.349  -0.572  2.874  0.244
C  -0.386  0.663  3.642  -0.549
C  -1.619  1.526  3.381  -0.746
S  -1.936  1.852  1.606  -0.051
C  -3.605  1.152  1.383  -1.116
C  -3.610  -0.237  0.737  -0.691
N  -2.530  -1.072  1.228  0.942
H  -3.152  -2.465  2.699  0.235
H  -3.261  -0.776  3.158  0.437
H  -1.392  -1.674  4.364  0.354
H  -0.837  -2.578  2.937  0.339
H  0.609  -0.911  2.831  0.284
H  -0.350  0.470  4.725  0.481
H  0.504  1.233  3.377  -0.130
H  -2.517  1.072  3.798  0.410
H  -1.483  2.490  3.870  0.644
H  -4.090  1.159  2.360  0.530
H  -4.152  1.852  0.751  0.576
H  -4.603  -0.682  0.900  0.508
H  -3.467  -0.135  -0.338  0.127
H  -2.371  -1.892  0.636  -0.968
C  0.313  2.214  -4.073  -1.166
N  0.466  2.235  -2.637  0.610
C  1.533  3.124  -2.227  -0.792
C  -0.769  2.531  -1.936  -0.719
C  -1.785  1.386  -2.007  -1.670
N  -1.222  0.186  -1.428  1.396
C  -0.900  -0.842  -2.252  0.606
C  0.322  -1.512  -2.062  -0.383
F  1.121  -1.058  -1.052  -0.108
C  0.723  -2.596  -2.796  0.198
F  1.910  -3.167  -2.542  -0.358
C  -0.067  -3.097  -3.815  -0.543
C  -1.279  -2.469  -4.029  0.318
F  -2.104  -2.948  -4.985  -0.407
C  -1.693  -1.391  -3.279  0.028
F  -2.927  -0.876  -3.504  -0.479
H  -0.035  3.183  -4.480  0.354
H  1.275  1.978  -4.531  0.345
H  -0.395  1.443  -4.376  0.237
H  1.327  4.180  -2.484  0.302
H  1.682  3.038  -1.149  0.002
H  2.464  2.833  -2.719  0.315
H  -0.514  2.678  -0.883  0.056
H  -1.230  3.469  -2.308  0.451
H  -2.687  1.717  -1.470  0.186
H  -2.096  1.235  -3.044  0.653
H  0.229  -3.963  -4.386  0.474
C  6.804  4.546  0.950  -1.482
C  5.621  3.619  1.057  0.748
C  4.493  3.975  1.779  -0.987
C  3.383  3.140  1.867  0.584
C  2.193  3.582  2.681  -1.322
C  3.418  1.898  1.229  0.611
C  4.551  1.516  0.496  1.311
C  4.585  0.192  -0.220  -1.572
C  5.628  2.386  0.416  -1.017
C  2.250  0.947  1.296  0.397
O  2.403  -0.186  1.766  -0.799
O  1.135  1.400  0.852  -0.180
H  6.659  5.437  1.562  0.349
H  6.958  4.869  -0.082  0.311
H  7.721  4.054  1.278  0.335
H  4.467  4.937  2.282  0.271
H  2.219  4.659  2.845  0.413
H  2.197  3.097  3.662  0.304
H  1.263  3.322  2.179  0.035
H  3.687  0.050  -0.824  0.106
H  4.606  -0.630  0.496  0.340
H  5.457  0.123  -0.870  0.362
H  6.497  2.097  -0.168  0.343
C  -3.352  -5.850  0.970  -1.155
Si  -2.586  -4.726  -0.351  0.575
C  -2.284  -5.809  -1.868  -0.968
C  -3.983  -3.536  -0.852  -0.849
Se  -0.742  -3.726  0.363  -0.555
H  -4.216  -6.395  0.575  0.314
H  -3.681  -5.263  1.832  0.260
H  -2.618  -6.575  1.329  0.287
H  -3.172  -6.396  -2.130  0.345
H  -1.453  -6.494  -1.687  0.266
H  -2.020  -5.187  -2.725  0.148
H  -4.827  -4.090  -1.277  0.493
H  -3.636  -2.822  -1.605  0.064
H  -4.363  -2.972  0.005  0.145

Summary:
2S+1: 3
Total charge: -1
E, eV: -158909.0502
ΔE to the lowest compared entry with this formula, charge and spin, kJ/mol: 0.0
Gap between HOMO and LUMO (alpha / beta), eV: 5.50 / 6.27


# 4
DFT (ωB97M-V/def2-TZVPD) results for C4H11N2O in the gas phase at a distorted geometry.

Last column: Mulliken charge in e.
Geometry (Å):
O  1.196  2.543  0.123  -0.677
C  0.498  1.854  -0.625  -0.354
C  -0.124  0.678  -0.062  0.224
C  -0.270  -0.598  -1.083  -0.914
C  -1.242  -1.626  -0.536  -0.613
N  -0.422  -2.226  0.657  -0.433
N  0.479  0.180  1.174  -0.719
H  0.594  2.013  -1.760  0.263
H  -1.250  0.861  0.269  -0.016
H  -0.603  -0.146  -2.039  0.419
H  0.749  -1.023  -1.227  0.276
H  -2.052  -1.062  -0.085  0.455
H  -1.529  -2.578  -1.079  0.339
H  0.213  -1.413  1.027  0.421
H  -1.124  -2.724  1.344  0.365
H  0.283  -2.909  0.343  0.383
H  1.497  0.583  1.200  0.265
H  0.087  0.525  2.038  0.316

Summary:
2S+1: 2
E, eV: -9349.5372
ΔE to the lowest compared entry with this formula, charge and spin, kJ/mol: 287.6
Gap between HOMO and LUMO (alpha / beta), eV: 3.24 / 7.06